ORCA calculation (ωB97M-V with the def2-TZVPD basis set) on the molecule C22H34N2O4.

Positions of all 62 atoms, in Å:
C: 4.47376 1.00054 -2.60806
C: 5.36715 0.40173 -1.52405
O: 4.78898 -0.72253 -0.89891
C: 3.76706 -0.55002 -0.01333
C: 3.31473 0.65991 0.48295
C: 2.26859 0.70595 1.39480
C: 1.65353 -0.45433 1.82331
C: 0.46852 -0.39440 2.74135
C: -0.84945 -0.35150 1.94679
N: -0.86219 0.73459 0.99206
C: -0.87200 2.02531 1.39631
O: -0.87736 2.39610 2.55079
C: -0.92972 2.91166 0.16188
C: -0.67561 1.95439 -0.99662
C: -1.03286 0.55813 -0.43953
C: -0.14387 -0.52164 -1.04609
C: -2.50741 0.25143 -0.80603
O: -2.80064 -0.29260 -1.85006
N: -3.41191 0.67273 0.09438
C: -4.84450 0.54555 -0.08472
C: -5.43355 -0.26902 1.06452
C: -5.48885 1.93327 -0.17509
C: -5.00790 2.71136 -1.39355
C: 2.11015 -1.67815 1.33778
C: 3.15449 -1.74463 0.43286
O: 3.66484 -2.88950 -0.09403
C: 3.11797 -4.12735 0.30479
C: 3.88561 -5.22203 -0.41986
H: 4.22549 0.23703 -3.34082
H: 3.54830 1.38157 -2.18324
H: 4.99465 1.81394 -3.10584
H: 6.28479 0.01455 -1.97570
H: 5.64436 1.16296 -0.78324
H: 3.77245 1.58638 0.17405
H: 1.93478 1.66145 1.76994
H: 0.52021 0.50567 3.35400
H: 0.44198 -1.26568 3.39751
H: -1.00004 -1.28525 1.40535
H: -1.67481 -0.21719 2.65676
H: -0.19328 3.71029 0.23346
H: -1.91701 3.37619 0.11313
H: -1.26107 2.18764 -1.88490
H: 0.38016 1.96419 -1.27005
H: -0.39375 -1.50514 -0.65681
H: 0.90317 -0.31697 -0.84288
H: -0.31442 -0.53861 -2.11922
H: -3.10466 1.12796 0.93997
H: -4.98099 0.01290 -1.03151
H: -5.28837 0.25016 2.01031
H: -6.49867 -0.41860 0.91236
H: -4.95170 -1.24194 1.12253
H: -6.57161 1.81040 -0.22628
H: -5.25872 2.49231 0.73600
H: -3.93038 2.85469 -1.35897
H: -5.24560 2.17054 -2.30626
H: -5.48361 3.68825 -1.43426
H: 1.63043 -2.58181 1.68067
H: 3.21490 -4.25307 1.39295
H: 2.05137 -4.17457 0.04020
H: 3.49618 -6.19701 -0.14055
H: 3.78910 -5.09068 -1.49386
H: 4.93879 -5.16746 -0.15945

- Total charge: 0
- Largest force on an atom: 0.0111 Eh/bohr
- Frontier orbital gap: 8.737 eV
- Energy above the lowest of the compared OMol25 structures with the same formula, charge and spin: 107.0 kJ/mol
- E_HOMO: -0.2935 Eh
- E_tot: -34537.5385 eV

Atom charges from the Löwdin analysis, given in e for atoms 1 to 4: -0.06 -0.24 -0.03 -0.20